No. 1
{"formula": "C15H29Br14Cl3", "method": "the ωB97M-V functional and the def2-TZVPD basis", "gap_ev": 9.8, "smiles": "ClC(Cl)Cl.BrCCBr.BrCCBr.BrCCBr.BrCCBr.BrCCBr.BrCCBr.BrCCBr", "elements": ["Br", "C", "C", "Br", "H", "H", "H", "H", "Br", "C", "C", "Br", "H", "H", "H", "H", "Br", "C", "C", "Br", "H", "H", "H", "H", "Br", "C", "C", "Br", "H", "H", "H", "H", "Br", "C", "C", "Br", "H", "H", "H", "H", "Br", "C", "C", "Br", "H", "H", "H", "H", "Br", "C", "C", "Br", "H", "H", "H", "H", "C", "Cl", "Cl", "Cl", "H"], "positions_angstrom": [[6.99047, 1.53546, -3.21627], [5.16104, 1.48953, -2.24780], [4.06259, 0.88658, -3.18702], [4.46390, -0.87850, -3.92606], [4.92739, 2.49960, -1.91128], [5.30455, 0.94334, -1.31550], [4.03815, 1.50282, -4.08577], [3.15249, 0.78229, -2.59629], [5.47701, -1.91544, 4.04531], [3.99266, -0.58217, 3.83581], [4.35946, 0.86048, 3.72082], [2.78612, 2.06710, 3.82780], [3.26776, -0.87373, 4.59583], [3.46275, -0.93570, 2.95134], [4.99111, 1.28710, 2.94165], [4.91913, 1.22165, 4.58362], [-1.44035, 0.51817, -5.08293], [-2.74104, -0.48943, -3.89892], [-3.21325, -1.78024, -4.60628], [-4.05007, -1.20170, -6.29450], [-3.61977, 0.12549, -3.70443], [-2.35679, -0.54931, -2.88066], [-3.84659, -2.43852, -4.01160], [-2.43197, -2.44120, -4.98157], [2.36814, 0.51753, 0.61494], [1.21703, -0.55908, -0.57546], [-0.24189, -0.25410, -0.39285], [-0.53668, 1.57169, -1.02115], [1.37300, -1.60002, -0.29225], [1.63470, -0.49008, -1.57990], [-0.52811, -0.30062, 0.65786], [-0.99036, -0.85710, -0.90693], [-0.85303, 1.51045, 2.56372], [-2.59603, 1.25691, 3.41461], [-2.55781, 0.54616, 4.74030], [-2.34332, -1.39964, 4.37793], [-3.25741, 0.82681, 2.66250], [-3.08025, 2.20278, 3.65742], [-3.50160, 0.77440, 5.23556], [-1.74662, 0.86499, 5.39483], [4.29738, 4.00251, 1.00238], [2.48490, 4.83824, 1.32052], [1.47079, 4.29506, 0.27669], [-0.22043, 5.11874, 0.77810], [2.60931, 5.91633, 1.21881], [2.27619, 4.60346, 2.36428], [1.46123, 3.20983, 0.37814], [1.55538, 4.50943, -0.78866], [-3.37554, -2.08595, 0.05940], [-5.18565, -2.33334, 0.99868], [-6.12151, -2.65929, -0.13077], [-8.02537, -2.67717, 0.56068], [-5.40892, -1.46507, 1.61864], [-5.10694, -3.21396, 1.63618], [-5.95540, -3.68095, -0.47240], [-5.95386, -2.11668, -1.06114], [-0.48315, -4.54475, -2.25651], [-0.61031, -2.89789, -2.87604], [-2.02535, -5.46279, -2.19419], [0.19656, -4.42419, -0.61621], [0.10419, -5.17632, -2.92303]], "lowdin_charge": [0.486, -0.573, -0.666, 0.570, 0.030, 0.039, 0.045, 0.020, 0.562, -0.674, -0.644, 0.578, 0.054, 0.000, 0.048, 0.045, 0.525, -0.660, -0.690, 0.582, 0.053, -0.002, 0.060, 0.008, 0.658, -0.652, -0.710, 0.625, 0.036, 0.039, -0.019, -0.040, 0.648, -0.690, -0.639, 0.565, 0.047, 0.066, 0.066, 0.059, 0.534, -0.635, -0.700, 0.610, 0.047, 0.007, -0.050, 0.057, 0.591, -0.585, -0.680, 0.562, 0.056, 0.063, 0.049, 0.044, -1.471, 0.596, 0.505, 0.525, 0.020]}



No. 2
{"formula": "C43H117F3MnN9O14", "method": "the ωB97M-V functional and the def2-TZVPD basis", "gap_ev": [5.2, 5.2], "multiplicity": 6, "total_charge": 1, "elements": ["Mn", "C", "O", "O", "C", "F", "F", "F", "C", "C", "H", "H", "H", "H", "H", "H", "C", "O", "H", "H", "H", "H", "C", "O", "H", "H", "H", "H", "C", "O", "H", "H", "H", "H", "C", "C", "C", "O", "C", "N", "H", "H", "H", "H", "H", "H", "H", "H", "H", "H", "H", "C", "C", "C", "O", "C", "N", "H", "H", "H", "H", "H", "H", "H", "H", "H", "H", "H", "C", "C", "C", "O", "C", "N", "H", "H", "H", "H", "H", "H", "H", "H", "H", "H", "H", "C", "C", "C", "O", "C", "N", "H", "H", "H", "H", "H", "H", "H", "H", "H", "H", "H", "C", "C", "C", "O", "C", "N", "H", "H", "H", "H", "H", "H", "H", "H", "H", "H", "H", "C", "C", "C", "O", "C", "N", "H", "H", "H", "H", "H", "H", "H", "H", "H", "H", "H", "C", "C", "C", "O", "C", "N", "H", "H", "H", "H", "H", "H", "H", "H", "H", "H", "H", "C", "C", "C", "O", "C", "N", "H", "H", "H", "H", "H", "H", "H", "H", "H", "H", "H", "C", "C", "C", "O", "C", "N", "H", "H", "H", "H", "H", "H", "H", "H", "H", "H", "H"], "positions_angstrom": [[-12.57324, -15.73631, 3.03921], [-14.38979, -15.88477, 6.06540], [-13.42152, -15.03062, 6.66561], [-14.00200, -15.89560, 4.72201], [-14.54999, -17.28767, 6.86272], [-15.14616, -18.27670, 6.11845], [-13.37716, -17.75730, 7.30978], [-15.36864, -17.12239, 7.90810], [-13.66158, -14.52577, 7.97769], [-12.33560, -13.85090, 8.30764], [-12.54883, -13.25053, 9.19205], [-11.55273, -14.57064, 8.54678], [-11.97637, -13.24232, 7.47777], [-13.74180, -15.33200, 8.70684], [-14.56477, -13.92282, 8.07144], [-15.35053, -15.36994, 6.07026], [-10.21754, -11.39413, 5.59965], [-10.39673, -12.16987, 4.39428], [-9.54056, -10.55429, 5.44325], [-11.16663, -10.96860, 5.92562], [-9.78686, -11.98938, 6.40482], [-10.23295, -11.58273, 3.65263], [-18.58876, -16.52907, 9.73011], [-19.06098, -15.94499, 10.92107], [-17.61576, -16.13372, 9.43844], [-18.68354, -17.60925, 9.84118], [-19.28841, -16.20462, 8.95984], [-20.01045, -16.07972, 10.96534], [-10.32812, -17.09710, 10.25607], [-9.89962, -15.80544, 10.56111], [-11.39074, -17.29953, 10.39006], [-10.16507, -17.26711, 9.19183], [-9.77719, -17.84366, 10.82811], [-8.99508, -15.73786, 10.24672], [-19.79104, -10.71429, 4.75834], [-19.58352, -10.49448, 6.26812], [-18.34740, -11.22412, 6.82483], [-18.62441, -12.65822, 6.84812], [-17.54908, -13.39046, 7.33434], [-19.43888, -9.03522, 6.39173], [-20.61546, -10.16019, 4.30955], [-19.97799, -11.77170, 4.57111], [-18.90752, -10.45742, 4.17395], [-20.42545, -10.72415, 6.92119], [-18.05350, -10.80867, 7.78874], [-17.45426, -11.05557, 6.22316], [-17.39934, -13.26272, 8.40643], [-16.61780, -13.11171, 6.84127], [-17.82697, -14.44188, 7.26093], [-20.27097, -8.62426, 5.99319], [-18.62043, -8.65169, 5.94103], [-15.01969, -10.09851, 8.78274], [-13.75462, -10.32031, 9.61654], [-12.39628, -9.92829, 8.97147], [-11.33542, -10.07565, 9.89902], [-10.09022, -10.12528, 9.28620], [-14.03106, -9.46553, 10.75567], [-15.94012, -10.29239, 9.33350], [-14.93430, -10.70716, 7.88255], [-15.09834, -9.03791, 8.54394], [-13.82301, -11.35568, 9.95036], [-12.46405, -8.89217, 8.63988], [-12.21766, -10.50644, 8.06486], [-9.87722, -11.02955, 8.71610], [-9.34640, -10.03758, 10.07812], [-9.81572, -9.27723, 8.65886], [-14.68782, -9.91039, 11.38087], [-13.16355, -9.45056, 11.27268], [-18.98590, -18.64250, -0.55918], [-17.82131, -19.64590, -0.47410], [-16.66519, -19.24715, 0.40961], [-16.97428, -19.30939, 1.77786], [-15.92348, -18.80816, 2.58020], [-18.36262, -20.95678, -0.33335], [-19.85437, -18.99964, -1.11263], [-18.58200, -17.72973, -0.99713], [-19.23436, -18.47937, 0.48951], [-17.56653, -19.64125, -1.53389], [-16.28552, -18.27467, 0.09620], [-15.80208, -19.88847, 0.23116], [-16.33792, -18.72728, 3.58509], [-15.64102, -17.81393, 2.23404], [-15.01315, -19.40595, 2.62555], [-17.60291, -21.62166, -0.36320], [-18.70318, -21.01980, 0.61541], [-14.09442, -21.32455, 7.45912], [-15.42537, -21.77457, 6.76778], [-16.64887, -21.45596, 7.66955], [-17.88577, -21.94706, 7.07467], [-19.04802, -21.33730, 7.60996], [-15.67008, -21.12608, 5.46716], [-13.24873, -21.61110, 6.83397], [-13.99797, -21.87713, 8.39371], [-14.08604, -20.25093, 7.64714], [-15.43925, -22.85159, 6.60066], [-16.71850, -20.37713, 7.80874], [-16.55207, -21.95208, 8.63526], [-19.97316, -21.72263, 7.18132], [-18.99345, -20.25909, 7.45965], [-19.01175, -21.43811, 8.69468], [-15.48224, -20.13460, 5.50920], [-16.67285, -21.22598, 5.39963], [-9.69704, -12.52984, 12.97708], [-11.05490, -11.77660, 13.30903], [-10.74419, -10.25946, 13.21635], [-11.91849, -9.52362, 13.33846], [-11.73436, -8.14523, 13.20206], [-12.08198, -12.08295, 12.27364], [-9.36772, -12.19831, 11.99233], [-9.84409, -13.60513, 12.87600], [-8.88174, -12.30408, 13.66441], [-11.40198, -11.99157, 14.31968], [-10.32835, -10.06936, 12.22688], [-9.92159, -9.95221, 13.86212], [-12.61823, -7.59874, 13.53105], [-11.56974, -7.87398, 12.15927], [-10.87489, -7.77485, 13.76084], [-12.88886, -11.48234, 12.36487], [-11.71112, -11.76837, 11.38843], [-16.40309, -13.54468, 10.97962], [-15.12163, -13.69713, 11.80662], [-15.15218, -12.79413, 13.06463], [-14.82633, -11.46039, 12.77760], [-15.06727, -10.60810, 13.85869], [-14.99749, -15.07156, 12.18870], [-16.56677, -14.41612, 10.34565], [-16.25132, -12.77766, 10.22018], [-17.31311, -13.36215, 11.55115], [-14.21764, -13.43140, 11.25865], [-14.34589, -13.08644, 13.73734], [-16.13279, -12.89453, 13.52986], [-16.08618, -10.52890, 14.23769], [-14.75362, -9.59336, 13.61368], [-14.38944, -10.84780, 14.67795], [-14.10651, -15.29842, 12.60678], [-15.17200, -15.67099, 11.39477], [-13.92976, -12.09540, 5.34542], [-14.50089, -11.00776, 4.50228], [-13.43172, -9.88720, 4.34901], [-13.26569, -9.26411, 5.59023], [-12.64233, -8.01046, 5.63189], [-14.86665, -11.64321, 3.22249], [-14.51540, -13.01408, 5.37928], [-13.64752, -11.78970, 6.35289], [-12.96094, -12.39203, 4.94354], [-15.32443, -10.48777, 4.99165], [-13.82502, -9.12216, 3.67959], [-12.45495, -10.21866, 3.99665], [-13.22866, -7.29702, 5.05281], [-11.67276, -8.22064, 5.18040], [-12.57416, -7.57330, 6.62805], [-15.01303, -10.89193, 2.56351], [-15.73420, -12.16005, 3.20482], [-17.66419, -13.97553, 3.78232], [-17.17038, -14.98017, 2.70635], [-18.02754, -14.75362, 1.43775], [-19.20813, -15.47871, 1.62824], [-20.13849, -15.33299, 0.58248], [-15.78277, -14.69984, 2.46052], [-17.65118, -12.89843, 3.61564], [-17.02225, -14.10081, 4.65428], [-18.65575, -14.32554, 4.06940], [-17.32127, -15.99635, 3.07065], [-17.57811, -15.11502, 0.51282], [-18.26618, -13.70924, 1.23670], [-19.71465, -15.73732, -0.33675], [-20.37542, -14.27874, 0.43920], [-20.98402, -15.99185, 0.78018], [-15.30465, -15.22121, 1.73963], [-15.31100, -14.85604, 3.33980], [-9.47803, -15.75395, 6.26225], [-10.19681, -16.06346, 4.96313], [-10.78242, -17.48717, 4.75869], [-11.52859, -17.58351, 3.50932], [-11.92518, -18.93294, 3.37717], [-11.22573, -15.15069, 4.72906], [-8.64840, -16.44864, 6.39341], [-10.11182, -15.68357, 7.14626], [-8.98011, -14.78895, 6.16766], [-9.55646, -15.93808, 4.09001], [-11.54574, -17.64375, 5.52088], [-9.94993, -18.19070, 4.76779], [-12.31129, -19.46148, 4.24875], [-11.05538, -19.51577, 3.07410], [-12.72417, -18.93492, 2.63575], [-11.81736, -15.22384, 5.54436], [-10.91648, -14.21032, 4.92950]], "lowdin_spin": [4.785, 0.011, 0.002, 0.089, 0.001, 0.000, 0.000, 0.000, 0.000, 0.000, 0.000, 0.000, 0.000, 0.000, 0.000, 0.002, 0.000, 0.000, 0.000, 0.000, 0.000, 0.000, 0.000, 0.000, 0.000, 0.000, 0.000, 0.000, 0.000, 0.000, 0.000, 0.000, 0.000, 0.000, 0.000, 0.000, 0.000, 0.000, 0.000, 0.000, 0.000, 0.000, 0.000, 0.000, 0.000, 0.000, 0.000, 0.000, 0.000, 0.000, 0.000, 0.000, 0.000, 0.000, 0.000, 0.000, 0.000, 0.000, 0.000, 0.000, 0.000, 0.000, 0.000, 0.000, 0.000, 0.000, 0.000, 0.000, 0.000, 0.000, 0.000, 0.000, 0.000, 0.000, 0.000, 0.000, 0.000, 0.000, 0.000, 0.000, 0.000, 0.000, 0.000, 0.000, 0.000, 0.000, 0.000, 0.000, 0.000, 0.000, 0.000, 0.000, 0.000, 0.000, 0.000, 0.000, 0.000, 0.000, 0.000, 0.000, 0.000, 0.000, 0.000, 0.000, 0.000, 0.000, 0.000, 0.000, 0.000, 0.000, 0.000, 0.000, 0.000, 0.000, 0.000, 0.000, 0.000, 0.000, 0.000, 0.000, 0.000, 0.000, 0.000, 0.000, 0.000, 0.000, 0.000, 0.000, 0.000, 0.000, 0.000, 0.000, 0.000, 0.000, 0.000, 0.000, 0.000, 0.000, 0.000, 0.000, 0.000, 0.001, 0.000, 0.000, 0.000, 0.000, 0.000, 0.000, 0.000, 0.000, 0.000, 0.000, 0.000, 0.000, 0.001, 0.000, 0.000, 0.000, 0.003, 0.000, 0.000, 0.000, 0.000, 0.000, 0.000, 0.000, 0.000, 0.000, 0.001, 0.000, 0.002, 0.005, 0.002, 0.043, 0.005, 0.036, 0.000, 0.000, 0.000, 0.001, 0.000, 0.000, 0.000, 0.001, 0.001, 0.002, 0.004]}



No. 3
{"formula": "C34H27CuF6N2O5P2S4Te", "method": "the ωB97M-V functional and the def2-TZVPD basis", "gap_ev": 5.9, "total_charge": -2, "elements": ["Cu", "Te", "C", "C", "C", "N", "C", "C", "C", "P", "C", "C", "C", "C", "C", "C", "C", "C", "C", "C", "C", "C", "P", "C", "C", "C", "C", "C", "C", "C", "C", "C", "C", "C", "C", "H", "H", "H", "H", "H", "H", "H", "H", "H", "H", "H", "H", "H", "H", "H", "H", "H", "H", "H", "H", "H", "H", "H", "H", "F", "C", "F", "F", "S", "O", "O", "N", "S", "O", "O", "C", "F", "F", "F", "C", "O", "C", "S", "S", "H", "H", "H"], "positions_angstrom": [[1.57118, -0.40221, -1.38240], [1.56222, -0.58485, 3.01012], [0.35726, -0.17970, 4.71751], [-0.73422, 0.67550, 4.65103], [-1.48957, 0.91617, 5.78763], [-1.23622, 0.37386, 6.98390], [-0.18631, -0.45039, 7.03983], [0.62136, -0.75711, 5.95732], [0.08684, -0.28084, 1.57684], [0.54389, 0.87101, 0.27969], [1.57137, 2.21865, 0.96523], [1.03900, 3.28795, 1.68761], [1.87290, 4.27641, 2.19488], [3.24276, 4.21000, 1.97785], [3.77861, 3.15641, 1.25247], [2.94810, 2.16605, 0.74649], [-1.01609, 1.76416, -0.12559], [-1.12762, 2.43670, -1.34458], [-2.27746, 3.15438, -1.64924], [-3.32678, 3.21086, -0.74146], [-3.22660, 2.54265, 0.47085], [-2.07827, 1.82123, 0.77403], [-0.07759, -1.81136, 0.58954], [-1.68916, -1.57427, -0.28872], [-1.69110, -1.76608, -1.67082], [-2.85733, -1.58068, -2.40990], [-4.02994, -1.20978, -1.76971], [-4.03741, -1.02160, -0.39076], [-2.87426, -1.19853, 0.34246], [-0.64232, -3.06523, 1.83511], [-0.38170, -4.40286, 1.54441], [-0.78102, -5.41341, 2.41447], [-1.43633, -5.09559, 3.59532], [-1.69462, -3.76265, 3.90153], [-1.30319, -2.75928, 3.02636], [-0.99436, 1.12842, 3.69924], [-2.34530, 1.58261, 5.74261], [0.00890, -0.89896, 8.00955], [1.44070, -1.45818, 6.07759], [-0.03053, 3.34183, 1.84820], [1.45257, 5.10237, 2.75687], [3.89098, 4.98653, 2.36736], [4.84536, 3.11108, 1.06808], [3.35584, 1.35188, 0.15835], [-0.31973, 2.37287, -2.05936], [-2.35792, 3.65959, -2.60444], [-4.22757, 3.76336, -0.98448], [-4.05103, 2.57146, 1.17541], [-1.99091, 1.26124, 1.69956], [-0.76530, -2.04423, -2.16440], [-2.83852, -1.71086, -3.48567], [-4.93679, -1.05502, -2.34358], [-4.95238, -0.71873, 0.10762], [-2.86939, -1.02804, 1.41383], [0.15297, -4.64480, 0.63118], [-0.56701, -6.44842, 2.17312], [-1.73845, -5.88014, 4.28014], [-2.19454, -3.50424, 4.82873], [-1.48738, -1.71920, 3.27106], [0.29923, 2.84367, -4.93640], [0.26381, 1.65020, -5.54344], [-1.02289, 1.30894, -5.70600], [0.81162, 1.78060, -6.75485], [1.12235, 0.37024, -4.53004], [0.40936, 0.43279, -3.27844], [1.03732, -0.81721, -5.32429], [2.52945, 1.01371, -4.53294], [3.62881, 1.26994, -3.44948], [4.91063, 1.38914, -4.07673], [3.47906, 0.52870, -2.21533], [3.26271, 3.01083, -2.93373], [3.33312, 3.83310, -3.99418], [2.03633, 3.11164, -2.40886], [4.14227, 3.43663, -2.02345], [0.91908, -4.01383, -4.38873], [2.29962, -3.68537, -4.49466], [2.88954, -2.94109, -3.53048], [4.44036, -2.44688, -3.87452], [2.00831, -2.65560, -2.07983], [0.68284, -4.55698, -5.30279], [0.31167, -3.11256, -4.32056], [0.72477, -4.63861, -3.51614]], "lowdin_charge": [-0.053, 1.229, -0.552, -0.137, -0.171, 0.024, -0.188, -0.149, -0.996, 0.850, -0.377, -0.079, -0.096, -0.106, -0.090, -0.120, -0.329, -0.075, -0.083, -0.110, -0.099, -0.120, 0.840, -0.352, -0.095, -0.083, -0.108, -0.102, -0.105, -0.386, -0.101, -0.108, -0.120, -0.095, -0.124, 0.068, 0.093, 0.089, 0.085, 0.098, 0.092, 0.091, 0.102, 0.089, 0.071, 0.097, 0.089, 0.094, 0.071, 0.051, 0.099, 0.088, 0.093, 0.095, 0.096, 0.090, 0.086, 0.095, 0.075, 0.119, -0.667, 0.118, 0.126, 0.570, -0.325, -0.254, -0.278, 0.581, -0.273, -0.342, -0.658, 0.116, 0.121, 0.128, -0.152, -0.266, -1.316, 0.529, 0.590, 0.081, 0.056, 0.062]}